Record 1
Formula: C32H32N2O5PSSe3TeY
Source: the Open Molecules 2025 dataset
Level of theory: the ωB97M-V functional and the def2-TZVPD basis

```
78
Properties=species:S:1:pos:R:3:mulliken_charge:R:1
Y 0.042 0.236 -0.433 -0.523
S -3.684 -0.936 2.995 -0.504
C -2.473 -0.422 4.108 0.848
C -2.578 -0.290 5.492 -0.687
C -1.467 0.137 6.191 -0.402
C -0.268 0.397 5.517 -0.911
C -0.166 0.253 4.149 -0.368
C -1.291 -0.135 3.419 -0.282
N -1.374 -0.288 2.022 0.343
C -2.555 -0.714 1.682 0.787
C -3.012 -0.982 0.290 0.316
C -4.206 -1.684 0.093 -1.030
C -4.669 -1.921 -1.191 -0.699
C -3.951 -1.416 -2.270 -1.067
C -2.773 -0.714 -2.045 -0.379
C -2.245 -0.485 -0.768 1.431
H -3.507 -0.515 6.001 0.371
H -1.523 0.261 7.266 0.371
H 0.608 0.723 6.064 0.452
H 0.782 0.447 3.673 0.063
H -4.767 -2.076 0.935 0.320
H -5.580 -2.487 -1.344 0.354
H -4.306 -1.574 -3.283 0.403
H -2.249 -0.324 -2.913 0.359
Se 2.041 0.762 1.594 0.003
Se 3.054 2.111 3.229 -0.627
Te 4.544 2.617 -1.245 -0.554
Se 2.326 1.537 -0.676 -0.529
O -1.597 2.679 -3.581 -0.825
C -1.006 2.388 -2.540 0.109
O -0.048 1.576 -2.385 0.254
C -1.435 3.117 -1.257 0.436
C -2.333 4.214 -1.393 -0.886
C -2.710 4.892 -0.284 -0.847
C -2.196 4.504 0.978 1.192
C -2.546 5.166 2.183 -0.805
C -2.012 4.765 3.372 -0.679
C -1.086 3.694 3.406 -0.524
C -0.738 3.040 2.263 -0.023
C -1.301 3.421 1.020 -0.556
N -0.940 2.727 -0.114 0.603
H -2.682 4.447 -2.388 0.523
H -3.390 5.736 -0.342 0.364
H -3.244 5.995 2.134 0.341
H -2.287 5.269 4.290 0.363
H -0.635 3.392 4.343 0.463
H -0.002 2.247 2.263 0.162
C 4.699 -1.963 -0.014 -1.166
C 3.595 -3.023 0.124 2.590
C 3.691 -3.662 1.517 -1.833
C 3.749 -4.096 -0.958 -1.783
C 2.294 -2.355 -0.013 0.612
C 1.223 -1.788 -0.149 -1.111
H 5.685 -2.428 0.104 0.411
H 4.582 -1.186 0.742 0.271
H 4.657 -1.472 -0.987 -0.028
H 4.651 -4.178 1.633 0.407
H 2.882 -4.381 1.667 0.371
H 3.612 -2.892 2.285 0.346
H 4.744 -4.551 -0.901 0.439
H 3.622 -3.657 -1.949 0.233
H 2.998 -4.880 -0.834 0.353
C 0.606 0.799 -5.280 -0.518
O 0.531 -0.585 -4.915 -0.404
P 0.609 -1.020 -3.338 0.577
O 2.112 -0.575 -2.985 0.645
C 3.249 -0.872 -3.786 -0.900
O 0.780 -2.601 -3.705 -0.484
C 0.190 -3.568 -2.830 -0.418
H 0.722 0.817 -6.364 0.271
H 1.469 1.277 -4.812 0.230
H -0.289 1.340 -4.981 0.140
H 4.035 -1.233 -3.124 0.139
H 3.595 0.044 -4.266 0.211
H 3.025 -1.629 -4.539 0.313
H 0.348 -4.541 -3.295 0.247
H -0.884 -3.392 -2.724 0.215
H 0.651 -3.538 -1.844 0.101
```

Properties
Charge: -2
Calculated total energy, Eh: -9974.70841
Energy relative to the best compared isomer or geometry (same formula, charge and spin), kJ/mol: 0.0

---

Record 2
Formula: C32H32N3O3
Source: the Open Molecules 2025 dataset
Level of theory: the ωB97M-V functional and the def2-TZVPD basis

```
70
Properties=species:S:1:pos:R:3:mulliken_charge:R:1
C -0.058 1.007 -3.164 -0.747
C -1.024 2.002 -3.163 0.083
N -1.921 2.766 -3.159 -0.715
C 1.330 1.264 -3.211 1.190
C 2.295 0.204 -3.230 -0.830
C 3.651 0.485 -3.249 -0.332
C 4.108 1.816 -3.246 0.378
C 5.513 2.099 -3.237 0.036
N 6.659 2.341 -3.216 -0.643
C 3.178 2.867 -3.256 -0.582
C 1.815 2.610 -3.245 -0.627
H -0.413 -0.020 -3.163 0.348
H 1.949 -0.838 -3.240 0.304
H 4.386 -0.324 -3.278 0.425
H 3.539 3.896 -3.280 0.410
H 1.095 3.435 -3.273 0.346
C 4.368 -0.055 2.759 -1.824
C 3.863 0.142 1.321 2.429
C 4.126 1.597 0.931 -2.012
C 4.677 -0.755 0.382 -1.733
C 2.359 -0.204 1.224 -0.424
C 1.414 0.699 0.830 0.076
C 0.022 0.379 0.748 0.004
C -0.926 1.347 0.322 -0.565
C -2.298 1.114 0.256 0.510
C -3.267 2.031 -0.119 -0.804
C -4.658 1.731 -0.165 0.990
C -5.594 2.739 -0.564 -0.610
C -6.946 2.479 -0.646 -0.408
C -7.436 1.191 -0.326 0.006
N -8.824 0.907 -0.415 0.926
O -9.218 -0.248 -0.128 -0.606
O -9.610 1.815 -0.776 -0.605
C -6.543 0.175 0.081 -0.702
C -5.187 0.441 0.166 -0.296
C -0.377 -0.941 1.116 -0.372
C 0.502 -1.909 1.513 -0.844
C 0.049 -3.343 1.890 2.172
C 0.705 -4.372 0.960 -1.749
C -1.465 -3.517 1.762 -2.099
C 0.421 -3.667 3.342 -1.726
C 1.931 -1.572 1.579 1.677
O 2.770 -2.437 1.929 -0.798
H 4.261 -1.100 3.061 0.357
H 5.425 0.228 2.820 0.452
H 3.797 0.576 3.450 0.353
H 3.830 1.792 -0.107 0.266
H 3.594 2.284 1.599 0.372
H 5.199 1.814 1.016 0.462
H 4.327 -0.642 -0.651 0.233
H 5.735 -0.471 0.426 0.497
H 4.576 -1.803 0.677 0.346
H 1.712 1.721 0.574 0.353
H -0.551 2.334 0.049 0.390
H -2.653 0.121 0.528 -0.432
H -2.967 3.036 -0.421 0.277
H -5.215 3.732 -0.817 0.369
H -7.663 3.237 -0.955 0.444
H -6.954 -0.804 0.318 0.440
H -4.522 -0.365 0.486 0.410
H -1.436 -1.194 1.086 0.161
H 1.791 -4.356 1.070 0.359
H 0.334 -5.375 1.203 0.452
H 0.448 -4.152 -0.082 0.365
H -2.004 -2.847 2.442 0.392
H -1.802 -3.343 0.734 0.410
H -1.734 -4.546 2.029 0.451
H -0.045 -2.944 4.021 0.353
H 0.052 -4.668 3.599 0.452
H 1.504 -3.640 3.482 0.357
```

Properties
Charge: -1
Calculated total energy, Eh: -1628.51385

---

Record 3
Formula: C32H32NNbO7P
Source: the Open Molecules 2025 dataset
Level of theory: the ωB97M-V functional and the def2-TZVPD basis

```
74
Properties=species:S:1:pos:R:3:mulliken_charge:R:1
C -7.158 1.987 5.524 -1.175
C -7.354 2.370 4.055 0.168
O -8.715 2.584 3.709 -0.417
C -9.506 1.403 3.739 -0.283
C -9.729 0.871 2.340 -1.300
Nb -8.464 -0.199 1.012 -0.702
P -6.091 -1.214 0.695 1.023
N -5.382 -0.738 -0.611 -0.632
O -5.015 -1.014 1.913 -0.513
O -6.142 -2.865 0.669 -0.674
H -6.945 0.923 5.647 0.316
H -6.326 2.539 5.964 0.356
H -8.063 2.203 6.095 0.300
H -6.854 3.314 3.835 0.330
H -6.923 1.616 3.388 -0.020
H -10.447 1.673 4.238 0.310
H -9.032 0.630 4.349 0.273
H -10.503 0.071 2.392 0.518
H -10.113 1.688 1.703 0.497
H -7.727 -0.639 2.659 0.003
H -7.085 0.958 1.001 -0.002
H -8.933 0.177 -0.796 -0.078
H -8.833 -2.018 0.920 -0.023
H -5.924 -0.066 -1.136 0.178
H -5.087 -1.692 2.586 0.307
H -6.719 -3.196 1.362 0.310
C -1.973 -1.835 -0.502 -0.539
C -2.808 -2.129 -1.574 -0.293
C -2.294 -2.128 -2.862 -0.816
C -0.953 -1.837 -3.086 0.298
C -0.116 -1.535 -2.004 0.199
C -0.637 -1.540 -0.712 -0.573
C 1.312 -1.200 -2.197 0.468
O 2.057 -0.968 -1.262 -0.651
C 1.827 -1.156 -3.603 0.306
C 3.146 -0.778 -3.833 -0.301
C 3.645 -0.745 -5.123 -0.723
C 2.829 -1.093 -6.195 -0.411
C 1.514 -1.461 -5.972 -0.695
C 1.006 -1.488 -4.678 0.350
C -0.434 -1.865 -4.476 0.506
O -1.122 -2.173 -5.426 -0.679
H -2.390 -1.823 0.497 0.431
H -3.856 -2.321 -1.386 0.386
H -2.923 -2.347 -3.714 0.455
H 0.026 -1.303 0.109 0.448
H 3.762 -0.505 -2.987 0.490
H 4.671 -0.445 -5.296 0.412
H 3.221 -1.069 -7.204 0.381
H 0.851 -1.730 -6.784 0.484
C 5.172 -1.288 -0.698 -0.352
C 6.292 -2.103 -0.826 -0.794
C 7.540 -1.641 -0.445 -0.571
C 7.679 -0.352 0.059 0.175
C 6.558 0.473 0.175 0.130
C 5.306 -0.002 -0.199 -0.711
C 6.676 1.870 0.685 0.592
O 5.711 2.593 0.798 -0.647
C 8.046 2.354 1.048 0.171
C 8.196 3.665 1.487 -0.564
C 9.449 4.136 1.839 -0.483
C 10.558 3.300 1.760 -0.462
C 10.413 1.995 1.322 -0.573
C 9.158 1.519 0.960 0.187
C 9.034 0.111 0.471 0.679
O 10.003 -0.616 0.412 -0.673
H 4.189 -1.634 -0.989 0.719
H 6.186 -3.104 -1.224 0.432
H 8.425 -2.257 -0.529 0.472
H 4.445 0.645 -0.098 0.534
H 7.315 4.290 1.542 0.481
H 9.565 5.158 2.178 0.391
H 11.535 3.670 2.041 0.393
H 11.257 1.322 1.248 0.470
```

Properties
Charge: -1
Calculated total energy, Eh: -2218.32072
Energy relative to the best compared isomer or geometry (same formula, charge and spin), kJ/mol: 0.0

---

Record 4
Formula: C32H33BF3NO2S
Source: the Open Molecules 2025 dataset
Level of theory: the ωB97M-V functional and the def2-TZVPD basis

```
73
Properties=species:S:1:pos:R:3:mulliken_charge:R:1
C -2.428 6.254 0.211 -1.291
C -1.624 5.072 0.610 0.700
C -1.405 4.574 1.878 -0.824
C -0.747 3.289 1.902 -1.029
C -0.440 2.823 0.631 0.170
B -0.300 1.231 0.118 1.934
C 1.258 1.709 0.141 0.117
C 1.988 1.755 1.337 -0.854
C 3.339 2.087 1.356 -1.121
C 3.962 2.443 0.165 0.222
C 5.317 3.103 0.227 0.903
F 6.023 2.958 -0.932 -0.283
F 5.178 4.453 0.454 -0.266
F 6.087 2.601 1.243 -0.284
C 3.304 2.278 -1.051 -0.861
C 1.961 1.882 -1.066 -0.694
O -0.910 0.460 1.121 -0.469
C -2.152 -0.009 0.557 2.074
C -2.038 -1.509 0.416 -1.866
C -3.286 0.316 1.521 -2.030
C -2.254 0.712 -0.867 1.873
C -2.720 -0.176 -2.017 -1.875
C -3.149 1.928 -0.806 -2.300
O -0.900 1.093 -1.150 -0.777
S -0.814 4.049 -0.547 -0.268
H -2.754 6.790 1.105 0.367
H -1.838 6.937 -0.410 0.297
H -3.326 5.951 -0.345 0.245
H -1.751 5.105 2.767 0.333
H -0.500 2.783 2.827 0.424
H 1.481 1.565 2.285 0.584
H 3.898 2.097 2.293 0.480
H 3.824 2.483 -1.986 0.451
H 1.454 1.743 -2.024 0.623
H -2.997 -1.967 0.131 0.526
H -1.271 -1.758 -0.321 -0.094
H -1.745 -1.933 1.372 0.520
H -4.202 -0.164 1.153 0.426
H -3.048 -0.088 2.512 0.363
H -3.465 1.396 1.614 0.314
H -3.663 -0.676 -1.755 0.342
H -2.911 0.454 -2.894 0.453
H -1.957 -0.918 -2.288 0.251
H -4.194 1.598 -0.747 0.428
H -2.923 2.564 0.054 0.271
H -3.030 2.535 -1.706 0.509
C 1.845 -1.260 1.913 -2.260
C 1.275 -1.342 0.562 1.526
N 1.156 -2.588 0.032 0.608
C 1.410 -2.922 -1.322 0.175
C 2.206 -2.236 -2.216 -0.649
C 2.487 -2.869 -3.439 -0.726
C 1.923 -4.126 -3.742 -0.645
C 1.066 -4.770 -2.842 -0.510
C 0.842 -4.187 -1.599 0.493
C 0.129 -4.595 -0.403 0.456
C 0.468 -3.684 0.628 0.802
C -0.105 -3.738 1.885 -0.799
C -1.178 -4.625 2.077 -0.476
C -1.626 -5.426 1.015 -0.675
C -0.944 -5.459 -0.207 -0.672
H 2.760 -0.659 1.863 0.294
H 1.147 -0.750 2.583 0.297
H 2.096 -2.243 2.334 0.685
H 1.420 -0.553 -0.189 -0.259
H 2.553 -1.241 -1.941 0.588
H 3.144 -2.383 -4.158 0.424
H 2.182 -4.598 -4.692 0.367
H 0.591 -5.722 -3.056 0.429
H 0.251 -3.064 2.657 0.296
H -1.679 -4.669 3.048 0.411
H -2.508 -6.058 1.158 0.381
H -1.239 -6.111 -1.034 0.424
```

Properties
Charge: 0
Calculated total energy, Eh: -2167.03109
Energy relative to the best compared isomer or geometry (same formula, charge and spin), kJ/mol: 468.9

---

Record 5
Formula: C32H33BrKN4P2S
Source: the Open Molecules 2025 dataset
Level of theory: the ωB97M-V functional and the def2-TZVPD basis

```
74
Properties=species:S:1:pos:R:3:mulliken_charge:R:1
K 1.369 -0.778 -1.572 1.207
C -1.147 -2.450 0.847 -1.512
N -1.025 -0.973 0.938 0.630
P -1.543 -0.229 -0.562 -0.089
C -1.815 1.509 -0.072 0.672
C -1.158 2.499 -0.791 -0.307
C -1.380 3.843 -0.512 -0.628
C -2.274 4.199 0.484 -0.569
C -2.937 3.214 1.211 -0.733
C -2.707 1.879 0.934 -0.575
C -3.261 -0.826 -0.689 0.688
C -3.822 -0.833 -1.963 -0.821
C -5.153 -1.186 -2.143 -0.640
C -5.924 -1.557 -1.052 -0.555
C -5.363 -1.575 0.219 -0.905
C -4.040 -1.206 0.401 0.235
P 0.637 -0.658 1.434 -0.566
C 0.584 -1.257 3.148 0.590
C -0.584 -1.295 3.906 -0.085
C -0.540 -1.702 5.230 -0.826
C 0.671 -2.063 5.808 -0.510
C 1.836 -2.033 5.055 -0.594
C 1.790 -1.641 3.724 -0.668
C 0.763 1.144 1.651 0.751
C 0.063 1.879 2.605 -0.201
C 0.290 3.236 2.750 -0.721
C 1.239 3.873 1.956 -0.631
C 1.951 3.152 1.011 -0.600
C 1.711 1.793 0.859 -0.218
H -2.071 -2.728 0.347 0.562
H -1.161 -2.878 1.849 0.393
H -0.305 -2.905 0.305 0.347
H -0.461 2.224 -1.576 0.371
H -0.862 4.607 -1.076 0.445
H -2.463 5.243 0.695 0.423
H -3.634 3.492 1.990 0.427
H -3.219 1.117 1.508 0.321
H -3.221 -0.554 -2.821 0.350
H -5.582 -1.178 -3.136 0.426
H -6.959 -1.838 -1.191 0.397
H -5.958 -1.880 1.070 0.440
H -3.603 -1.227 1.393 0.254
H -1.526 -1.015 3.450 0.358
H -1.450 -1.739 5.814 0.428
H 0.706 -2.372 6.844 0.397
H 2.778 -2.324 5.499 0.406
H 2.699 -1.635 3.133 0.385
H -0.667 1.388 3.238 0.422
H -0.266 3.801 3.486 0.428
H 1.423 4.931 2.084 0.419
H 2.686 3.648 0.391 0.444
H 2.263 1.246 0.097 0.193
Br 1.445 -7.221 -3.668 -0.109
C 1.290 -5.356 -3.559 0.267
C 2.418 -4.558 -3.647 -0.579
C 2.249 -3.187 -3.552 -0.120
N 1.062 -2.598 -3.378 -0.524
C -0.012 -3.389 -3.303 -0.285
C 0.047 -4.770 -3.388 -0.464
H 3.399 -4.989 -3.779 0.425
H 3.111 -2.530 -3.615 0.482
H -0.969 -2.898 -3.165 0.431
H -0.850 -5.368 -3.318 0.445
C 4.926 3.958 -2.276 -1.142
N 4.832 2.551 -1.938 -0.100
C 4.274 1.605 -2.698 0.537
N 3.696 2.004 -3.849 -0.415
S 4.287 -0.022 -2.214 -0.466
H 5.329 4.490 -1.419 0.341
H 3.942 4.373 -2.499 0.372
H 5.595 4.125 -3.123 0.391
H 5.269 2.210 -1.097 0.260
H 3.881 2.912 -4.239 0.188
H 3.399 1.280 -4.480 0.215
```

Properties
Charge: +1
Calculated total energy, Eh: -5712.95842
Energy relative to the best compared isomer or geometry (same formula, charge and spin), kJ/mol: 17.6

---

Record 6
Formula: C32H33BrN4O4S2Tc
Source: the Open Molecules 2025 dataset
Level of theory: the ωB97M-V functional and the def2-TZVPD basis

```
77
Properties=species:S:1:pos:R:3:mulliken_spin:R:1
Tc 0.457 -0.080 0.333 2.587
O 4.469 2.789 -1.814 -0.001
C 4.799 1.507 -2.143 -0.003
C 6.009 1.180 -2.745 0.001
C 6.278 -0.136 -3.070 -0.001
C 5.350 -1.140 -2.807 0.001
C 4.150 -0.808 -2.211 0.002
C 3.866 0.510 -1.866 0.008
C 2.565 0.865 -1.222 0.012
O 2.249 -0.027 -0.156 0.173
N 1.460 0.711 -2.197 0.004
N 0.252 0.796 -1.536 -0.097
C -0.801 1.354 -2.016 0.041
C -2.066 1.336 -1.324 0.005
Br -2.173 0.173 0.218 0.022
C -3.185 1.993 -1.679 0.025
C -3.311 2.992 -2.734 0.006
C -2.329 3.957 -2.983 0.007
C -2.497 4.868 -4.010 -0.005
C -3.643 4.828 -4.794 0.009
C -4.640 3.898 -4.530 -0.004
C -4.486 2.996 -3.493 0.009
H 5.201 3.381 -2.021 0.000
H 6.733 1.957 -2.959 0.000
H 7.221 -0.383 -3.539 0.000
H 5.569 -2.165 -3.068 0.000
H 3.414 -1.576 -2.001 0.000
H 2.585 1.879 -0.811 0.012
H 1.528 1.352 -2.984 -0.001
H -0.770 1.845 -2.984 -0.002
H -4.098 1.749 -1.144 0.001
H -1.472 4.046 -2.325 0.002
H -1.747 5.627 -4.188 0.000
H -3.773 5.543 -5.595 0.000
H -5.543 3.887 -5.124 0.000
H -5.268 2.279 -3.278 0.000
C 1.592 -1.046 4.346 -0.005
C 1.377 -0.202 3.134 0.014
O 0.789 -0.789 2.168 0.030
C 1.797 1.164 3.077 0.004
C 2.608 1.676 4.118 0.001
C 2.978 2.993 4.150 0.013
C 2.527 3.856 3.144 0.001
C 1.723 3.403 2.123 0.018
C 1.351 2.058 2.069 0.030
O 0.526 1.687 1.090 0.111
H 1.061 -1.986 4.231 -0.002
H 1.260 -0.533 5.247 0.000
H 2.659 -1.254 4.460 0.001
H 2.953 1.010 4.896 0.000
H 3.609 3.366 4.944 0.001
H 2.812 4.900 3.171 0.000
H 1.359 4.071 1.354 0.000
C -2.053 3.524 2.524 0.003
S -1.808 2.003 3.456 -0.004
C -2.779 2.396 4.921 0.000
H -1.681 4.384 3.079 0.000
H -3.107 3.676 2.292 0.000
H -1.490 3.437 1.595 -0.003
H -3.817 2.590 4.656 0.000
H -2.362 3.256 5.441 0.000
H -2.742 1.532 5.581 0.000
N -0.457 -6.782 -2.078 -0.001
C 0.698 -6.138 -1.854 -0.003
S 2.176 -6.755 -2.170 0.009
C 0.550 -4.737 -1.335 0.014
C 1.530 -4.203 -0.501 -0.012
C 1.415 -2.905 -0.063 0.020
N 0.384 -2.112 -0.413 -0.077
C -0.557 -2.618 -1.221 0.026
C -0.514 -3.915 -1.692 -0.007
H -0.413 -7.725 -2.430 0.000
H -1.343 -6.453 -1.734 0.000
H 2.381 -4.807 -0.222 0.000
H 2.170 -2.461 0.570 0.005
H -1.363 -1.957 -1.507 -0.001
H -1.291 -4.240 -2.371 0.000
```

Properties
Spin multiplicity: 4
⟨S²⟩: 3.772
Charge: +2
Calculated total energy, Eh: -5209.87233
Energy relative to the best compared isomer or geometry (same formula, charge and spin), kJ/mol: 0.0